[1]
{"formula": "C5H14O", "method": "wB97M-V/def2-TZVPD", "smiles": "CC(C)O.CC", "e_above_lowest_ev": 2.347, "symbols": ["C", "C", "C", "O", "H", "H", "H", "H", "H", "H", "H", "H", "C", "C", "H", "H", "H", "H", "H", "H"], "coordinates": [[-0.608241, 0.505987, 1.306905], [0.782878, 0.183514, 1.852471], [1.035322, -1.390486, 1.958382], [1.856690, 0.832203, 1.087678], [-1.356930, 0.670896, 2.079084], [-0.967104, -0.352783, 0.825832], [-0.647782, 1.333743, 0.574315], [0.955012, 0.668033, 2.921135], [1.976537, -1.604311, 2.441235], [0.322590, -1.627284, 2.851954], [0.603580, -1.768881, 1.073994], [2.254184, 0.019492, 0.545820], [-1.607156, -0.533234, -3.447019], [-1.208207, 0.520449, -2.423414], [-0.635309, -0.739843, -4.056545], [-1.836953, -1.601335, -3.012237], [-2.591022, -0.042786, -3.848879], [-2.018803, 1.044094, -1.782398], [-0.819520, 1.322090, -3.081848], [-0.459582, 0.303880, -1.716822]], "forces_ev_per_a": [[0.3, 0.8, 0.3], [1.9, 0.8, 2.2], [-2.7, 3.2, 3.7], [0.4, -3.6, -1.7], [0.2, 0.3, 0.3], [-0.6, -1.3, -1.1], [0.3, -0.3, 0.6], [-0.6, -1.1, -2.0], [0.6, -0.4, -1.0], [0.8, -0.1, -1.7], [0.4, -1.3, -1.0], [-1.0, 2.9, 1.5], [-0.5, -1.5, 0.9], [-1.3, 2.2, -0.1], [-2.3, 0.7, 0.2], [0.1, 2.1, -0.6], [2.1, -1.6, -0.5], [0.8, -1.2, -1.3], [0.0, 0.0, 0.7], [1.2, -0.7, 0.7]], "nbo_charge": [-0.651, 0.111, -0.670, -0.727, 0.218, 0.197, 0.233, 0.163, 0.236, 0.217, 0.217, 0.458, -0.629, -0.614, 0.218, 0.198, 0.225, 0.198, 0.202, 0.201]}

[2]
{"formula": "C5H14O", "method": "wB97M-V/def2-TZVPD", "smiles": "CCC.CCO", "e_above_lowest_ev": 0.700, "symbols": ["C", "C", "C", "H", "H", "H", "H", "H", "H", "H", "H", "C", "C", "O", "H", "H", "H", "H", "H", "H"], "coordinates": [[-2.942395, 1.238196, -0.111724], [-2.871823, 0.680515, 1.302138], [-1.434132, 0.532477, 1.808469], [-3.975001, 1.214391, -0.453504], [-2.597566, 2.271727, -0.128069], [-2.292177, 0.692163, -0.782515], [-3.417006, 1.361254, 1.955341], [-3.407373, -0.260954, 1.397330], [-1.313463, -0.026683, 2.730474], [-0.971976, 1.517470, 1.943816], [-0.847405, 0.013856, 1.037315], [3.069551, -0.249710, -0.142612], [2.083722, -1.232863, -0.752803], [2.009456, -1.098649, -2.163780], [3.909000, -0.113465, -0.816439], [3.410979, -0.593373, 0.831262], [2.569880, 0.707985, 0.048466], [2.308747, -2.279515, -0.561151], [1.111294, -1.159343, -0.231666], [1.336901, -0.459931, -2.409537]], "forces_ev_per_a": [[-0.1, 0.1, 0.4], [0.2, 0.2, 0.6], [0.2, 0.2, -0.7], [0.0, 0.0, -0.3], [0.0, 0.1, 0.0], [0.0, -0.3, -0.3], [0.0, 0.1, 0.2], [0.0, -0.3, -0.2], [-0.2, 0.0, 0.2], [0.0, -0.1, 0.0], [0.0, 0.0, 0.2], [-0.5, 0.0, 0.2], [-0.5, -0.3, 0.5], [-0.2, -0.1, 0.0], [0.2, 0.1, 0.0], [0.2, -0.1, 0.0], [0.2, 0.0, -0.3], [0.7, -0.1, -0.1], [0.0, 0.4, -0.5], [0.0, 0.1, 0.1]], "nbo_charge": [-0.602, -0.395, -0.604, 0.211, 0.201, 0.196, 0.194, 0.195, 0.211, 0.201, 0.191, -0.637, -0.066, -0.723, 0.220, 0.211, 0.201, 0.172, 0.156, 0.467]}